Entry 1:
Here is a structure of composition C44H25BrF3IrN6O5S2Sb from OMol25. Energies are from the ωB97M-V functional and the def2-TZVPD basis.

```
88
Properties=species:S:1:pos:R:3:forces:R:3
Ir -0.5483 1.0604 -1.5871 0.11 -0.64 0.30
Br -2.3819 -5.5301 4.2831 -0.02 0.09 -0.01
C -3.5885 -4.2975 3.5015 -0.09 0.03 0.16
C -4.0035 -4.4975 2.1974 0.00 -0.05 -0.07
C -4.8923 -3.6056 1.6183 -0.01 -0.16 -0.03
C -5.3722 -2.5311 2.3544 0.13 -0.10 0.16
C -4.9723 -2.3516 3.6733 -0.01 -0.04 -0.05
C -4.0596 -3.2229 4.2456 -0.09 -0.14 0.02
N -6.4212 -1.6959 1.8523 -0.24 -0.44 0.64
N -6.2886 -1.0633 0.8150 -0.01 0.64 -0.53
C -5.0263 -1.0268 0.1286 0.19 0.14 -0.22
C -4.7697 -1.8576 -0.9292 0.04 0.07 -0.09
C -3.5923 -1.7494 -1.6828 0.01 -0.05 -0.05
C -2.6795 -0.7546 -1.4066 0.02 0.05 -0.04
O -1.5407 -0.6048 -2.0608 -0.44 0.28 0.11
C -2.9863 0.1699 -0.3765 0.07 0.06 0.06
N -2.1094 1.2160 -0.2279 -0.08 -0.10 -0.07
C -2.3516 2.1275 0.6850 0.00 0.07 0.04
C -3.4544 2.0452 1.5527 0.00 -0.01 -0.02
C -4.3404 1.0129 1.4265 -0.01 0.02 0.00
C -4.1369 0.0405 0.4212 -0.08 -0.09 -0.06
H -3.6458 -5.3503 1.6371 0.01 0.01 0.00
H -5.2374 -3.7747 0.6070 0.01 -0.05 0.20
H -5.3962 -1.5397 4.2505 0.01 0.00 0.01
H -3.7303 -3.0835 5.2650 -0.07 -0.03 -0.05
H -5.4937 -2.6212 -1.1860 0.01 0.05 -0.05
H -3.3885 -2.4369 -2.4922 0.00 0.01 -0.01
H -1.6663 2.9620 0.7285 -0.02 -0.03 -0.01
H -3.5916 2.8176 2.2954 -0.01 0.00 0.00
H -5.2083 0.9487 2.0700 0.00 0.00 0.00
S -1.9725 2.3184 -2.9639 0.11 0.10 -0.19
C -0.9798 3.7156 -2.6956 0.01 -0.05 -0.02
S 0.3729 3.2494 -1.7267 -0.12 0.18 0.02
C -1.2431 4.9760 -3.1404 -0.01 -0.04 -0.01
C -2.4049 5.2391 -3.9247 0.02 0.10 0.01
N -3.3483 5.4517 -4.5483 -0.01 -0.06 0.00
C -0.3730 6.0472 -2.7800 -0.01 0.00 0.00
N 0.3433 6.8838 -2.4457 0.01 0.00 0.00
O 0.8215 -1.4382 -1.6742 0.88 0.32 0.15
C 1.2954 -0.7632 -2.5940 -0.40 -0.68 0.13
O 0.9199 0.4373 -2.8800 -0.05 0.57 0.02
C 2.3685 -1.3256 -3.4740 0.13 0.10 0.04
C 2.8365 -2.6084 -3.2132 0.03 0.00 0.01
C 3.8833 -3.1301 -3.9528 0.00 0.00 -0.01
C 4.4401 -2.3416 -4.9432 0.03 0.02 0.00
C 3.9876 -1.0664 -5.2302 0.01 -0.01 -0.01
C 2.9372 -0.5582 -4.4848 0.02 -0.01 0.01
N 5.5684 -2.8861 -5.7285 -0.13 -0.03 -0.09
O 5.9124 -4.0272 -5.4993 0.05 0.00 0.04
O 6.0686 -2.1650 -6.5665 0.05 0.01 0.03
H 2.3770 -3.1803 -2.4194 -0.01 0.01 0.01
H 4.2744 -4.1202 -3.7731 -0.01 0.00 0.00
H 4.4570 -0.4956 -6.0171 0.00 0.00 0.00
H 2.5591 0.4369 -4.6710 0.00 0.00 0.00
F 3.0237 5.9790 3.5657 0.00 -0.01 -0.01
C 2.6057 4.9082 2.8751 -0.01 0.02 0.00
C 1.3707 4.9540 2.2578 0.03 -0.01 0.01
C 0.9472 3.8431 1.5467 -0.02 0.01 -0.03
C 1.7447 2.7045 1.4490 -0.03 0.00 0.00
C 2.9898 2.7018 2.0783 0.00 -0.04 0.03
C 3.4285 3.8026 2.7992 -0.01 -0.02 0.00
Sb 1.1653 0.9200 0.4514 0.00 0.09 -0.39
C 0.3358 -0.1921 2.0142 -0.04 -0.06 0.10
C 0.5142 0.2254 3.3298 0.02 0.03 -0.02
C -0.1303 -0.4321 4.3627 -0.02 0.00 0.08
C -0.9584 -1.4909 4.0501 -0.01 -0.04 -0.07
F -1.5944 -2.1126 5.0591 0.16 0.04 -0.01
C -1.1608 -1.9313 2.7531 0.03 0.01 0.01
C -0.4999 -1.2704 1.7260 -0.02 -0.01 0.06
C 3.1084 0.2053 0.0703 -0.17 -0.17 -0.13
C 3.9148 0.9070 -0.8208 0.02 0.02 -0.10
C 5.1733 0.4263 -1.1539 -0.05 0.07 0.00
C 5.5975 -0.7532 -0.5756 0.03 -0.09 0.02
F 6.8102 -1.2321 -0.8986 -0.06 0.03 0.02
C 4.8213 -1.4661 0.3191 0.03 -0.02 -0.01
C 3.5614 -0.9810 0.6352 -0.03 -0.05 -0.02
H 0.7706 5.8512 2.3191 0.00 0.00 0.00
H 0.0016 3.9035 1.0289 0.05 0.00 0.01
H 3.6381 1.8366 2.0097 0.00 0.01 -0.01
H 4.3924 3.8129 3.2890 0.00 0.00 0.00
H 1.1484 1.0745 3.5553 0.00 -0.01 0.01
H -0.0082 -0.1331 5.3948 0.00 0.00 0.00
H -1.8232 -2.7660 2.5624 0.07 0.06 -0.02
H -0.6331 -1.5997 0.7004 0.00 0.00 -0.02
H 3.5691 1.8310 -1.2724 -0.01 -0.02 -0.01
H 5.8152 0.9460 -1.8521 -0.01 0.00 0.01
H 5.2012 -2.3856 0.7435 -0.01 0.01 -0.01
H 2.9314 -1.5420 1.3154 0.00 0.00 0.00
```
Forces are in eV/Å.

Properties
**Total energy**: -174449.8152 eV
**Spin multiplicity**: 2
**LUMO level (alpha / beta)**: -1.2270 / -3.0476 eV
**Net charge**: 0
**Energy above the lowest of the compared OMol25 structures with the same formula, charge and spin**: 104.6 kJ/mol
**<S²>**: 0.76


Entry 2:
Here is a structure of composition C16H13LiN4O5S2 from OMol25. Energies are from the ωB97M-V functional and the def2-TZVPD basis.

```
41
Properties=species:S:1:pos:R:3:forces:R:3
Li -0.7708 -0.9735 0.0699 0.09 -0.30 -0.11
O -0.5222 0.4531 1.3179 -0.26 0.30 -0.03
N -1.1478 1.4257 0.6842 0.11 0.22 -0.04
C -1.9446 2.2167 1.4537 -0.01 -0.06 -0.02
C -2.6660 3.2500 0.9277 -0.02 0.06 -0.01
C -2.6065 3.4840 -0.4427 -0.17 -0.07 0.03
C -1.8229 2.6565 -1.2064 0.31 0.32 -0.02
C -1.0243 1.6619 -0.6454 0.04 -0.32 0.19
S -3.5251 0.3293 -2.6138 -0.11 -0.07 -0.02
H -1.9554 1.9237 2.4909 0.03 -0.02 0.01
H -3.2824 3.8458 1.5874 -0.01 0.00 -0.01
H -3.2034 4.2563 -0.9092 0.00 0.01 0.03
H -1.7391 2.8066 -2.2707 -0.05 -0.10 0.00
O -3.6338 -3.6602 0.5253 0.02 0.06 -0.04
C -2.9889 -2.7192 0.0660 0.02 0.06 -0.02
O -1.8093 -2.3682 0.3430 -0.03 -0.38 0.27
C -3.7112 -1.8204 -1.0102 0.02 0.14 0.09
O -4.8070 -2.0739 -1.4374 -0.06 0.00 -0.11
O -2.9647 -0.7647 -1.3491 0.00 -0.04 -0.02
C 2.9081 -3.9102 1.8676 0.13 0.06 0.02
N 2.8323 -2.5013 1.5628 -0.25 -0.07 -0.03
C 2.6202 -1.4943 2.4968 0.15 -0.14 0.00
C 2.3923 -0.3641 1.8111 -0.03 -0.01 -0.14
N 2.4628 -0.6705 0.4612 -0.33 -0.12 0.09
C 2.7302 -2.0005 0.2920 0.36 0.23 0.10
S 3.0486 -2.8369 -1.1260 -0.10 -0.02 0.02
C 1.8630 0.2328 -0.5107 0.24 0.11 -0.13
C 2.5571 1.3943 -0.8053 -0.04 0.13 0.04
C 2.0050 2.1603 -1.8827 0.01 -0.02 0.10
C 0.7679 1.9043 -2.3469 0.02 -0.12 -0.07
C -0.0857 0.8830 -1.6108 0.18 0.14 0.02
N 0.7096 -0.1547 -0.9739 -0.09 0.07 -0.10
H 3.9101 -4.1957 2.1975 0.01 0.01 0.00
H 2.6697 -4.4589 0.9603 0.00 -0.01 -0.03
H 2.1830 -4.1509 2.6448 0.00 0.01 0.01
H 2.6568 -1.6820 3.5551 -0.05 -0.02 -0.02
H 2.1400 0.6266 2.1405 -0.06 -0.02 -0.05
H 3.5425 1.5781 -0.4022 0.01 -0.06 -0.04
H 2.6245 2.9057 -2.3737 0.00 0.02 -0.01
H 0.3631 2.3986 -3.2220 0.05 -0.05 -0.03
H -0.7759 0.4069 -2.3163 -0.12 0.08 0.10
```
Forces are in eV/Å.

Properties
**Total energy**: -54876.7413 eV
**LUMO level**: 4.6633 eV
**Net charge**: -2
**Energy above the lowest of the compared OMol25 structures with the same formula, charge and spin**: 22.7 kJ/mol


Entry 3:
Here is a cluster of 3 separate species, C11H15N5O6P in total at a distorted geometry from OMol25. Energies are from the ωB97M-V functional and the def2-TZVPD basis.

```
38
Properties=species:S:1:pos:R:3:forces:R:3
O 1.0774 0.1387 5.6165 -0.53 -0.15 -0.39
P 0.3522 1.3659 4.8088 0.06 0.10 0.39
O 1.6285 2.2225 4.2944 0.10 -0.10 -0.15
C 0.0257 0.5397 3.1384 0.19 0.42 0.99
C -1.3099 0.3269 2.7821 -0.08 -0.27 -0.53
C -1.5578 -0.2313 1.5538 0.28 0.43 0.73
C -0.4479 -0.5103 0.7765 -0.48 -0.52 -1.14
N 0.7850 -0.3076 1.2001 0.03 0.29 0.54
C 1.9545 -0.6602 0.3888 0.16 0.11 0.18
C 3.0910 -1.0789 1.0551 -0.26 0.10 -0.19
C 4.1861 -1.3889 0.2659 -0.18 0.13 -0.06
C 4.0758 -1.2640 -1.1124 -0.04 -0.06 0.67
C 2.8673 -0.8345 -1.6449 0.27 0.01 -0.44
N 1.8044 -0.5155 -0.9087 -0.02 -0.24 0.34
N 1.0547 0.2191 2.3927 -0.11 -0.23 -0.45
H 1.1601 -0.6698 5.0984 0.36 -0.10 0.17
H 2.1797 2.4960 5.0386 0.05 0.22 -0.05
H -2.1177 0.5866 3.4480 0.02 0.12 0.20
H -2.5657 -0.4202 1.2335 -0.05 -0.19 -0.36
H -0.5565 -0.9210 -0.2154 0.24 -0.07 -0.13
H 3.1049 -1.1382 2.1282 0.09 -0.05 0.13
H 5.1007 -1.7031 0.7413 0.15 -0.09 -0.06
H 4.9293 -1.5005 -1.7238 -0.05 0.03 -0.32
H 2.7691 -0.7287 -2.7149 -0.17 0.03 -0.13
C -0.5488 0.3879 -3.5765 0.26 0.08 0.20
N -0.3922 -0.3771 -4.8420 0.00 -0.01 0.08
O 0.5793 -1.1038 -4.9362 0.06 -0.05 0.01
O -1.2404 -0.2231 -5.6868 -0.02 -0.01 -0.05
H 0.2877 0.1428 -2.9314 0.02 0.01 -0.04
H -0.5511 1.4439 -3.8297 -0.13 0.00 -0.04
H -1.4907 0.1000 -3.1221 -0.12 0.04 -0.20
C -4.6701 0.7698 -0.7053 -0.16 -0.18 0.17
N -3.9062 0.8417 -1.9769 -0.05 -0.10 0.02
O -3.6238 -0.2147 -2.5105 0.06 -0.02 0.01
O -3.5995 1.9384 -2.3802 0.05 0.05 -0.01
H -4.8498 -0.2757 -0.4812 -0.01 -0.01 -0.04
H -4.0626 1.2458 0.0597 -0.07 0.15 -0.03
H -5.6083 1.3009 -0.8317 0.06 0.12 -0.04
```
Forces are in eV/Å.

Properties
**Total energy**: -40662.1944 eV
**LUMO level**: -5.2991 eV
**Net charge**: +1